[1]
Below is the molecule C19H22N2O2S, with properties calculated with ωB97M-V with the def2-TZVPD basis set.

The total charge is 0. As for the total energy: -37971.8109 eV. For the LUMO energy, the calculation gives 0.4 eV. The calculation puts the orbital gap at 8.9 eV. The largest force on an atom comes out at 0.0115 Eh/bohr. As for the relative energy (zero: lowest compared OMol25 entry of this formula, charge and spin): 13.1 kcal/mol. Its structure (SMILES) is CCN(CC)C(=O)c1ccccc1NC(=O)c1ccccc1SC.

```
46
Properties=species:S:1:pos:R:3:forces:R:3
C -1.1685 -3.6620 0.5994 -0.11 0.19 0.05
C -2.1120 -2.6870 1.2996 0.17 -0.14 0.29
N -2.3794 -1.4941 0.5159 -0.19 -0.04 0.11
C -3.0999 -1.6624 -0.7271 -0.25 0.04 -0.21
C -4.5755 -1.9923 -0.5128 0.28 0.03 -0.07
C -1.6997 -0.3742 0.8266 -0.22 0.09 0.18
O -0.9254 -0.3058 1.7740 0.13 0.01 0.05
C -2.0061 0.8760 0.0578 0.13 0.27 0.03
C -3.2850 1.4198 0.1015 0.14 -0.03 -0.06
C -3.5489 2.6664 -0.4349 -0.08 0.07 -0.01
C -2.5227 3.3998 -1.0084 -0.04 0.02 0.06
C -1.2438 2.8808 -1.0497 0.06 -0.12 0.06
C -0.9752 1.6202 -0.5230 -0.41 -0.10 -0.06
N 0.3412 1.1504 -0.5658 0.12 0.17 -0.13
C 0.7191 -0.1391 -0.7428 0.01 0.23 -0.22
O -0.0632 -1.0267 -1.0334 0.00 -0.05 -0.08
C 2.1885 -0.4093 -0.6539 0.33 -0.35 -0.06
C 2.6145 -1.5569 -1.3233 -0.19 0.04 -0.03
C 3.9430 -1.9299 -1.3561 0.05 0.01 0.01
C 4.8865 -1.1535 -0.7046 0.00 -0.02 -0.03
C 4.4819 -0.0268 -0.0129 0.11 -0.05 -0.05
C 3.1459 0.3470 0.0260 -0.14 0.48 0.31
S 2.7856 1.8140 0.9967 0.28 -0.08 0.08
C 1.8831 1.0626 2.3856 0.16 0.02 -0.32
H -0.3294 -3.1113 0.1827 0.10 -0.02 -0.04
H -0.7962 -4.3911 1.3141 0.01 -0.12 0.05
H -1.6699 -4.1954 -0.2048 0.01 -0.09 -0.10
H -3.0624 -3.1736 1.5364 0.05 0.04 0.04
H -1.6525 -2.3426 2.2286 -0.18 -0.11 -0.11
H -3.0059 -0.7432 -1.3059 0.05 -0.21 0.00
H -2.6222 -2.4603 -1.3026 0.02 0.10 -0.05
H -5.0524 -1.2411 0.1118 -0.07 0.07 0.06
H -5.0841 -2.0170 -1.4729 -0.10 -0.04 -0.09
H -4.6978 -2.9623 -0.0379 -0.07 -0.09 0.05
H -4.0735 0.8632 0.5856 -0.08 -0.09 0.03
H -4.5487 3.0712 -0.3926 -0.08 0.03 0.01
H -2.7181 4.3795 -1.4180 -0.01 0.07 -0.04
H -0.4357 3.4504 -1.4854 0.08 0.02 -0.09
H 1.0710 1.8460 -0.4405 -0.10 -0.21 0.10
H 1.8617 -2.1456 -1.8268 -0.03 -0.04 -0.02
H 4.2413 -2.8204 -1.8884 0.02 -0.07 -0.05
H 5.9307 -1.4270 -0.7235 0.09 -0.03 0.00
H 5.2025 0.5809 0.5134 0.04 0.02 0.07
H 2.5325 0.3357 2.8644 0.01 -0.02 0.10
H 0.9597 0.5983 2.0494 -0.03 0.04 0.06
H 1.6635 1.8755 3.0701 -0.05 0.05 0.10
```
Positions in Å, forces in eV/Å.

***

[2]
Below is a structure of composition C39H47N3O4PS2Yb at a distorted geometry, with properties calculated with ωB97M-V with the def2-TZVPD basis set.

The total charge is +1. As for the total energy: -116350.0016 eV. For the LUMO energy, the calculation gives -2.7 eV. The calculation puts the orbital gap at 7.2 eV. The largest force on an atom comes out at 0.0751 Eh/bohr.

```
97
Properties=species:S:1:pos:R:3:forces:R:3
Yb -17.9470 -4.2307 -9.0838 -0.50 0.30 -0.08
C -17.8624 -8.1456 -5.9334 -2.49 -1.73 -1.21
C -18.8941 -7.0447 -6.1167 0.30 0.38 1.45
C -18.4798 -4.8424 -4.6720 -0.54 -0.46 0.62
C -17.3688 -3.8587 -4.5579 2.36 1.15 0.54
C -19.8867 -4.2101 -4.8958 -0.67 0.71 0.39
C -20.0137 -2.7411 -4.4461 -1.10 1.27 0.40
C -21.9079 -5.7764 -5.2430 1.51 0.22 -0.23
C -23.2257 -5.1756 -5.0039 -1.97 0.02 -2.15
C -21.4753 -6.5046 -6.3029 0.15 1.53 0.71
C -22.1408 -6.5830 -7.6690 0.27 0.23 -0.39
C -20.2176 -7.3016 -6.1409 0.24 -0.56 -1.03
C -20.6144 -8.7662 -6.1317 1.23 0.43 3.28
H -17.4540 -8.3473 -6.9298 0.42 -0.09 0.17
H -18.3184 -9.1191 -5.5995 0.44 1.10 -0.34
H -17.1177 -7.9051 -5.2489 1.25 0.46 1.01
H -17.4837 -3.0437 -3.8037 -0.19 -0.82 -0.45
H -17.1852 -3.3391 -5.5331 -0.19 -0.28 0.60
H -16.3937 -4.3918 -4.3119 -1.28 0.70 -0.19
H -20.0841 -2.4608 -3.3557 0.64 -0.93 -0.94
H -20.9042 -2.2003 -4.8396 0.03 -1.05 0.05
H -19.2531 -2.1594 -4.9510 0.66 0.15 0.34
H -23.5743 -5.3638 -4.0034 0.05 0.06 0.57
H -23.9939 -5.6655 -5.6663 0.57 0.67 0.48
H -23.2291 -4.0780 -5.2141 -0.04 -0.81 0.35
H -22.4878 -7.5947 -7.9156 0.29 0.24 -0.22
H -21.4482 -6.1726 -8.4621 -0.15 -0.93 0.80
H -22.9738 -5.8998 -7.8194 -0.40 -0.07 0.66
H -21.6369 -8.9592 -6.1325 -1.88 0.08 -0.31
H -20.2764 -9.2300 -5.1468 -0.26 0.49 -1.12
H -20.1528 -9.2846 -6.8900 1.01 -1.35 -1.79
C -22.6706 -2.5005 -7.9740 -1.25 0.27 -0.49
O -21.9493 -3.0777 -6.9032 -0.18 -0.22 0.94
C -20.7863 -3.4918 -7.4015 0.12 0.10 1.64
N -20.5374 -3.2377 -8.6135 1.38 -1.46 0.18
C -21.6956 -2.5901 -9.1432 -0.31 1.67 -2.35
C -21.3650 -1.2355 -9.7699 0.66 -1.09 1.31
C -21.9274 -0.9446 -10.9477 -1.93 -0.49 -3.31
C -21.8829 0.3413 -11.4972 0.01 -0.58 0.34
C -21.1145 1.3166 -10.8711 -0.30 0.80 -0.89
C -20.4402 1.0131 -9.7065 0.87 -0.84 1.15
C -20.5657 -0.2919 -9.1798 0.17 1.50 0.44
C -19.8910 -4.1970 -6.3977 -0.86 0.17 -1.46
C -20.9111 -5.2012 -4.2241 0.52 -1.77 1.00
C -19.9686 -6.1610 -3.3838 -0.48 0.73 -0.42
C -18.7101 -5.7802 -3.5309 1.24 0.45 1.04
C -18.2416 -5.6181 -5.9997 -0.95 -1.28 -0.31
N -18.9782 -4.8660 -6.9558 0.17 0.64 -1.21
C -16.8304 -5.7303 -6.4981 0.81 -0.87 1.44
N -16.4749 -5.6112 -7.7013 -0.57 -0.03 -0.58
C -15.1089 -6.1481 -7.8123 -0.47 -0.69 -0.16
C -14.6036 -6.0234 -6.3945 -0.25 -0.77 0.40
O -15.8728 -6.1635 -5.6286 0.43 0.51 -0.71
C -14.4244 -5.4201 -8.9240 0.79 0.15 1.40
C -13.9422 -6.0985 -10.0156 -0.45 -1.25 -1.06
C -13.2725 -5.4286 -11.0192 1.37 1.22 -0.48
C -13.0464 -4.0416 -10.8715 -0.74 -2.48 -0.27
C -13.5075 -3.3875 -9.7642 -0.31 -0.15 0.86
C -14.1638 -4.0667 -8.7286 0.28 0.53 -0.70
H -23.1278 -1.5377 -7.6529 0.85 -0.41 -0.43
H -23.4865 -3.1388 -8.2806 -0.54 -0.36 0.61
H -22.1673 -3.1581 -10.0033 0.69 0.18 1.12
H -22.4098 -1.8070 -11.5262 0.29 1.53 0.81
H -22.5067 0.5504 -12.3557 0.35 0.12 -0.22
H -21.0394 2.3059 -11.3569 -0.08 -0.53 0.55
H -19.7806 1.7280 -9.1555 -0.72 -0.59 -0.78
H -20.0579 -0.5527 -8.2754 0.34 0.04 0.49
H -21.5155 -4.7209 -3.4285 0.41 0.22 -0.60
H -20.2929 -6.9477 -2.6816 -0.12 0.72 -0.43
H -17.8454 -5.9647 -2.8695 -0.60 -0.65 -0.45
H -15.2136 -7.2457 -7.9723 0.08 0.62 -0.52
H -14.1865 -5.0704 -6.1794 0.20 1.07 0.26
H -13.8576 -6.7713 -6.0829 -0.71 0.03 -0.09
H -14.1550 -7.1728 -10.1509 0.21 0.59 0.32
H -12.7575 -5.9491 -11.8564 -0.83 0.31 0.63
H -12.5335 -3.4588 -11.5806 0.65 0.43 -0.89
H -15.8751 -1.5930 -11.4586 0.97 0.09 -0.37
H -14.4063 -3.5020 -7.8256 -0.26 -0.44 -0.28
C -18.4928 -0.7159 -13.8973 0.82 -0.32 -1.21
C -17.7250 -0.0100 -12.8449 -1.95 0.35 0.93
O -17.9947 -0.6686 -11.5941 1.16 -1.15 0.95
P -17.1284 -1.9364 -11.0578 -0.99 2.17 2.47
S -17.1330 -1.6602 -8.9082 0.10 -0.48 -2.13
S -17.6301 -3.6967 -11.7389 -0.18 -0.56 -0.48
O -13.2461 -2.0764 -9.7809 0.43 1.45 0.44
C -13.0315 -1.3953 -8.5365 1.00 0.24 -0.68
C -11.9642 -1.9754 -7.6699 1.61 -0.80 0.58
H -18.3007 -0.1653 -14.7933 -0.11 0.41 -0.96
H -19.5654 -0.8014 -13.7897 -0.09 0.05 0.54
H -18.0376 -1.6879 -14.0881 -0.27 -0.22 0.12
H -18.1041 0.9780 -12.6479 -0.48 0.50 -0.10
H -16.7105 0.1966 -13.0934 1.24 -0.72 0.07
H -13.9040 -1.4226 -7.9736 -2.01 0.18 0.88
H -12.8120 -0.3456 -8.7361 -0.08 -0.22 -0.54
H -12.3174 -2.8487 -7.1294 -0.11 -0.21 0.05
H -11.6503 -1.2696 -6.8867 -0.18 0.01 -0.35
H -11.0361 -2.3210 -8.1781 -0.64 0.49 -0.02
```
Positions in Å, forces in eV/Å.